Below is 2 unconnected molecules or ions with the total composition C17H28Br2N2O5P in a non-equilibrium geometry, with properties calculated with ωB97M-V/def2-TZVPD.

Last column: natural (NBO) charge in e.
Cartesian coordinates (Å):
C1 5.283 0.227 -2.218  -0.622
C2 4.246 1.386 -1.910  -0.414
C3 2.912 0.889 -1.227  -0.400
C4 1.610 1.709 -1.711  -0.460
C5 0.600 0.623 -2.241  0.005
C6 0.242 0.579 -3.660  -0.045
C7 0.801 1.617 -4.679  0.759
O1 1.703 1.325 -5.393  -0.482
O2 0.169 2.849 -4.703  -0.640
C8 -0.667 -0.463 -4.149  -0.191
C9 -1.229 -1.425 -3.235  0.211
C10 -2.153 -2.574 -3.625  -0.201
Br1 -1.727 -4.321 -2.828  0.096
C11 -3.209 -2.515 -4.479  0.011
C12 -4.112 -3.752 -4.829  -0.672
Br2 -3.704 -0.840 -5.332  0.108
N1 -0.886 -1.342 -1.890  -0.460
C13 -0.028 -0.387 -1.375  -0.054
P1 0.373 -0.325 0.494  1.249
N2 -0.510 1.116 1.038  -1.088
O3 -0.340 -1.635 1.300  -0.912
H1 6.317 0.566 -1.938  0.226
H2 5.329 0.006 -3.321  0.219
H3 5.077 -0.721 -1.659  0.209
H4 4.753 2.063 -1.162  0.215
H5 4.087 1.984 -2.842  0.208
H6 3.043 0.940 -0.118  0.236
H7 2.793 -0.197 -1.502  0.203
H8 1.183 2.290 -0.859  0.236
H9 1.959 2.386 -2.531  0.252
H10 -0.615 2.764 -4.121  0.489
H11 -0.901 -0.494 -5.239  0.280
H12 -5.109 -3.322 -5.131  0.249
H13 -3.721 -4.335 -5.698  0.262
H14 -4.273 -4.400 -3.937  0.252
H15 -1.262 -2.016 -1.215  0.442
H16 -1.481 0.791 1.193  0.378
H17 -0.584 1.740 0.220  0.379
H18 -1.250 -1.701 0.944  0.467
C14 -0.861 -0.881 4.637  -0.253
O4 -1.911 -0.016 5.041  -0.559
C15 -2.127 -0.042 6.450  -0.091
C16 -1.499 1.165 7.129  -0.090
O5 -0.078 1.131 7.038  -0.549
C17 0.423 1.988 6.023  -0.256
H19 -0.591 -0.630 3.614  0.174
H20 0.024 -0.770 5.269  0.189
H21 -1.205 -1.920 4.666  0.167
H22 -1.751 -0.973 6.885  0.179
H23 -3.209 -0.008 6.609  0.187
H24 -1.751 1.138 8.194  0.191
H25 -1.894 2.098 6.715  0.176
H26 0.368 3.029 6.358  0.172
H27 -0.126 1.873 5.085  0.173
H28 1.469 1.732 5.853  0.190

Forces on atoms 1 to 3 (eV/Å):
C 0.2573 0.3355 -0.3164
C 0.7484 -0.0248 0.7817
C 0.4834 -0.0067 -0.6199

Calculated values
- orbital gap (eV) = 6.032
- net charge = +1
- lowest unoccupied orbital energy (eV) = -4.9

***

Below is a molecular structure, C17H28BrCoO9 in a non-equilibrium geometry, with properties calculated with ωB97M-V/def2-TZVPD.

Last column: natural (NBO) charge in e.
Cartesian coordinates (Å):
Co1 -0.017 0.238 0.730  1.348
Br1 -2.821 1.780 2.264  -0.360
O1 -0.175 -2.956 3.224  -0.630
C1 -0.520 -4.019 3.748  0.810
O2 -0.144 -5.176 3.260  -0.482
C2 -1.055 -6.226 3.499  -0.069
C3 -2.040 -5.599 4.446  -0.442
C4 -1.471 -4.260 4.834  -0.540
H1 -0.440 -6.932 4.056  0.197
H2 -1.576 -6.519 2.587  0.203
H3 -2.313 -6.277 5.254  0.232
H4 -2.966 -5.498 3.879  0.216
H5 -0.963 -4.213 5.797  0.254
H6 -2.102 -3.402 4.603  0.253
O3 0.211 2.364 -2.661  -0.647
C5 -0.035 3.169 -3.573  0.797
O4 -1.191 3.663 -3.782  -0.442
C6 -1.189 4.619 -4.877  -0.079
C7 0.191 4.632 -5.356  -0.456
C8 1.012 3.756 -4.442  -0.517
H7 -1.527 5.622 -4.616  0.196
H8 -1.954 4.456 -5.636  0.205
H9 0.489 5.652 -5.601  0.233
H10 0.295 4.063 -6.280  0.218
H11 1.690 4.368 -3.847  0.246
H12 1.618 3.008 -4.954  0.248
O5 -2.695 -2.492 -0.949  -0.603
C9 -3.696 -3.104 -1.242  0.800
O6 -3.907 -4.277 -0.618  -0.484
C10 -5.281 -4.660 -0.946  -0.078
C11 -5.508 -4.180 -2.330  -0.440
C12 -4.768 -2.968 -2.347  -0.525
H13 -6.016 -4.195 -0.290  0.180
H14 -5.432 -5.739 -0.905  0.207
H15 -6.552 -4.022 -2.602  0.232
H16 -5.135 -4.956 -2.998  0.213
H17 -5.420 -2.147 -2.049  0.244
H18 -4.170 -2.891 -3.255  0.254
O7 2.704 3.077 1.885  -0.629
C13 3.335 4.119 1.833  0.801
O8 3.051 5.072 0.996  -0.457
C14 3.922 6.137 1.023  -0.070
C15 4.656 5.904 2.274  -0.448
C16 4.402 4.494 2.779  -0.526
H19 3.400 7.093 0.991  0.200
H20 4.651 6.176 0.214  0.181
H21 4.449 6.650 3.042  0.227
H22 5.717 6.065 2.081  0.222
H23 3.972 4.336 3.768  0.258
H24 5.239 3.825 2.578  0.245
C17 4.972 -1.041 0.141  -0.258
O9 3.658 -1.389 -0.171  -0.740
H25 5.423 -1.941 0.558  0.175
H26 5.471 -0.508 -0.669  0.180
H27 4.766 -0.438 1.025  0.178
H28 3.782 -2.319 -0.374  0.471

Forces on atoms 1 to 3 (eV/Å):
Co -1.4879 0.8853 0.7778
Br 1.6949 -0.9380 -0.9238
O -0.3095 -1.5120 1.2640

Calculated values
- expectation value of S² = 3.767
- orbital gap (spin up / spin down) (eV) = 5.982 / 4.212
- net charge = +1
- lowest unoccupied orbital energy (spin up / spin down) (eV) = -6.3 / -7.6
- 2S+1 = 4

***

Below is a molecular structure, C17H28BrNO6Tl in a non-equilibrium geometry, with properties calculated with ωB97M-V/def2-TZVPD.

Last column: natural (NBO) charge in e.
Cartesian coordinates (Å):
Tl1 0.179 -0.173 0.290  1.683
C1 0.260 -3.298 -0.679  -0.107
C2 -0.786 -3.266 0.434  -0.106
O1 -0.542 -2.153 1.268  -0.586
C3 0.025 -2.450 2.550  -0.100
C4 0.093 -1.169 3.302  -0.105
O2 1.030 -0.340 2.620  -0.556
C5 1.379 0.852 3.307  -0.112
C6 1.794 1.879 2.282  -0.100
O3 0.800 2.121 1.296  -0.519
C7 -0.317 2.941 1.652  -0.110
C8 -1.627 2.195 2.007  -0.097
O4 -1.834 1.162 1.085  -0.566
C9 -2.809 1.388 0.061  -0.095
C10 -3.098 0.080 -0.606  -0.097
O5 -1.882 -0.261 -1.315  -0.566
C11 -1.932 -1.436 -2.118  -0.106
C12 -0.509 -1.842 -2.480  -0.102
O6 0.356 -2.054 -1.363  -0.531
H1 0.030 -4.121 -1.357  0.245
H2 1.240 -3.453 -0.223  0.223
H3 -0.747 -4.214 0.970  0.253
H4 -1.780 -3.144 0.008  0.212
H5 1.029 -2.870 2.439  0.222
H6 -0.593 -3.169 3.090  0.250
H7 0.411 -1.362 4.329  0.254
H8 -0.895 -0.697 3.331  0.205
H9 2.240 0.662 3.953  0.249
H10 0.559 1.214 3.933  0.208
H11 2.663 1.506 1.739  0.222
H12 2.061 2.805 2.796  0.247
H13 -0.515 3.534 0.758  0.222
H14 -0.074 3.607 2.482  0.236
H15 -2.434 2.928 2.022  0.246
H16 -1.559 1.731 2.992  0.204
H17 -2.427 2.077 -0.697  0.206
H18 -3.708 1.815 0.507  0.243
H19 -3.924 0.205 -1.310  0.244
H20 -3.380 -0.682 0.128  0.210
H21 -2.442 -1.225 -3.062  0.242
H22 -2.487 -2.230 -1.616  0.197
H23 -0.050 -1.026 -3.037  0.225
H24 -0.547 -2.733 -3.108  0.246
Br1 5.368 0.414 -3.449  0.223
C13 3.582 0.918 -3.205  -0.107
C14 2.914 1.741 -4.104  -0.134
C15 1.595 2.096 -3.862  -0.197
C16 0.965 1.619 -2.726  0.010
N1 1.631 0.833 -1.882  -0.423
C17 2.896 0.479 -2.074  -0.003
H25 3.425 2.102 -4.988  0.277
H26 1.056 2.744 -4.541  0.271
H27 -0.062 1.867 -2.493  0.219
H28 3.379 -0.149 -1.338  0.232

Forces on atoms 1 to 3 (eV/Å):
Tl 0.0421 1.1167 -1.1864
C -0.0366 -0.4756 0.6216
C -0.0077 -0.5131 -1.4219

Calculated values
- orbital gap (eV) = 4.211
- net charge = +3
- lowest unoccupied orbital energy (eV) = -13.2

***

Below is a molecular structure, C17H28ClMoO3P in a non-equilibrium geometry, with properties calculated with ωB97M-V/def2-TZVPD.

Last column: natural (NBO) charge in e.
Cartesian coordinates (Å):
C1 -0.641 -1.225 -5.859  0.028
C2 -1.870 -2.145 -5.924  -0.631
C3 -0.853 0.010 -6.747  -0.630
C4 0.618 -1.986 -6.298  -0.631
Cl1 -0.422 -0.680 -4.161  -0.144
H1 -0.993 -0.285 -7.802  0.234
H2 0.017 0.674 -6.693  0.218
H3 -1.745 0.562 -6.428  0.217
H4 -2.038 -2.501 -6.956  0.234
H5 -2.768 -1.608 -5.601  0.217
H6 -1.726 -3.022 -5.283  0.219
H7 0.521 -2.338 -7.341  0.234
H8 0.779 -2.862 -5.659  0.218
H9 1.499 -1.336 -6.241  0.217
C5 -1.595 1.753 1.927  -0.287
C6 -1.274 2.640 0.841  -0.258
C7 -1.643 1.968 -0.385  -0.237
H10 -0.943 3.683 0.952  0.295
C8 -2.185 0.680 -0.055  -0.235
C9 -2.157 0.551 1.365  -0.127
H11 -2.549 -0.294 1.937  0.308
H12 -1.526 2.009 2.987  0.283
H13 -1.631 2.424 -1.379  0.301
H14 -2.616 -0.047 -0.756  0.303
C10 2.577 0.230 1.083  -0.139
C11 2.266 1.504 1.671  -0.264
C12 1.930 2.425 0.622  -0.269
H15 2.368 1.782 2.717  0.285
C13 2.052 1.704 -0.624  -0.238
C14 2.447 0.352 -0.334  -0.224
H16 2.682 -0.431 -1.068  0.300
H17 2.915 -0.663 1.624  0.301
H18 1.757 3.503 0.759  0.296
H19 1.979 2.157 -1.617  0.300
Mo1 0.208 0.904 0.658  0.996
C15 0.639 -2.773 4.605  -0.283
O1 0.215 -1.427 4.838  -0.810
P1 0.183 -0.716 3.363  1.712
O2 -1.515 -0.329 3.687  -0.788
C16 -1.759 0.284 4.931  -0.270
O3 1.913 -0.245 3.574  -0.802
C17 2.033 0.572 4.719  -0.292
H20 1.490 -2.843 3.912  0.195
H21 -0.229 -3.286 4.193  0.199
H22 0.906 -3.118 5.603  0.240
H23 -2.367 -0.375 5.575  0.233
H24 -0.843 0.580 5.467  0.188
H25 -2.329 1.176 4.662  0.183
H26 1.848 0.059 5.679  0.230
H27 3.059 0.949 4.655  0.220
H28 1.314 1.397 4.603  0.155

Forces on atoms 1 to 3 (eV/Å):
C -0.2433 -0.5839 -1.8489
C 0.0148 0.0271 0.1065
C 0.0148 0.0352 0.1041

Calculated values
- expectation value of S² = 2.088
- orbital gap (spin up / spin down) (eV) = 5.123 / 5.628
- net charge = +2
- lowest unoccupied orbital energy (spin up / spin down) (eV) = -9.7 / -9.2
- 2S+1 = 3

***

DFT total energy
In order: -180665.47101 -144164.87905 -106562.88088 -47873.06985
Unit: eV